No. 1
# C44H31NO20S

A cluster of 6 separate species, C44H31NO20S in total (ωB97M-V/def2-TZVPD, the Open Molecules 2025 dataset).

CARTESIAN COORDINATES (ANGSTROEM)
C1 4.013 0.005 -1.760
C2 3.947 1.306 -1.534
C3 2.651 1.989 -1.306
C4 2.139 2.332 -0.064
C5 0.923 2.980 0.057
C6 0.174 3.321 -1.066
C7 0.682 2.968 -2.310
C8 1.895 2.303 -2.432
S1 -0.273 3.418 -3.738
C9 -1.886 3.094 -3.069
C10 -2.889 2.524 -3.835
C11 -4.133 2.319 -3.260
C12 -4.379 2.685 -1.943
C13 -3.367 3.232 -1.171
C14 -2.109 3.434 -1.737
N1 -1.055 3.990 -0.979
H1 4.928 -0.464 -2.086
H2 3.142 -0.620 -1.653
H3 4.858 1.884 -1.566
H4 2.715 2.060 0.806
H5 0.528 3.226 1.032
H6 2.230 2.051 -3.425
H7 -2.685 2.242 -4.853
H8 -4.932 1.868 -3.825
H9 -5.350 2.535 -1.504
H10 -3.507 3.507 -0.137
H11 -1.324 4.181 -0.026
C15 -0.960 -0.748 -5.505
C16 0.023 -1.537 -5.960
C17 -0.226 -2.604 -6.991
O1 0.727 -3.264 -7.359
C18 -1.581 -2.789 -7.484
C19 -2.563 -2.002 -7.027
C20 -2.309 -0.921 -6.012
O2 -3.254 -0.239 -5.661
O3 -3.826 -2.107 -7.425
O4 1.280 -1.443 -5.549
H12 -0.791 0.026 -4.767
H13 -1.751 -3.567 -8.215
H14 -4.321 -1.421 -6.939
H15 1.778 -2.123 -6.042
C21 1.012 -0.424 2.655
C22 0.139 -0.780 3.606
C23 0.437 -1.912 4.551
O5 -0.389 -2.187 5.410
C24 1.692 -2.634 4.401
C25 2.561 -2.269 3.451
C26 2.275 -1.125 2.529
O6 3.113 -0.796 1.710
O7 3.729 -2.876 3.260
O8 -1.030 -0.178 3.792
H16 0.832 0.380 1.956
H17 1.886 -3.453 5.079
H18 4.162 -2.410 2.519
H19 -1.441 -0.599 4.571
C27 6.767 -7.112 3.877
C28 6.015 -6.043 4.168
C29 4.792 -6.142 5.036
O9 4.194 -5.106 5.254
C30 4.405 -7.445 5.547
C31 5.155 -8.515 5.253
C32 6.395 -8.413 4.406
O10 7.022 -9.436 4.204
O11 4.874 -9.740 5.681
O12 6.269 -4.819 3.724
H20 7.649 -7.052 3.256
H21 3.515 -7.506 6.157
H22 5.579 -10.317 5.329
H23 5.555 -4.252 4.080
C33 -6.579 4.752 -5.458
C34 -6.243 3.906 -6.440
C35 -7.001 3.845 -7.738
O13 -6.616 3.055 -8.579
C36 -8.145 4.723 -7.911
C37 -8.484 5.568 -6.928
C38 -7.713 5.642 -5.637
O14 -8.085 6.449 -4.806
O15 -9.514 6.401 -7.007
O16 -5.223 3.062 -6.351
H24 -6.037 4.802 -4.524
H25 -8.692 4.664 -8.841
H26 -9.526 6.896 -6.165
H27 -5.196 2.574 -7.196
C39 3.061 0.347 8.284
C40 1.948 -0.010 7.627
C41 0.723 0.867 7.608
O17 -0.233 0.492 6.955
C42 0.754 2.114 8.352
C43 1.864 2.463 9.015
C44 3.097 1.602 9.012
O18 4.066 2.007 9.627
O19 1.971 3.585 9.715
O20 1.848 -1.145 6.945
H28 3.947 -0.272 8.301
H29 -0.134 2.730 8.342
H30 2.876 3.589 10.083
H31 0.941 -1.178 6.570

Calculated values
lowest unoccupied orbital energy	-1.735	eV
HOMO	-7.738	eV

Let us look at the Mulliken charges, expressed in e, one per atom: -0.785 -0.690 0.224 -0.475 -0.687 0.273 0.737 -0.641 -0.259 0.430 -0.253 -0.656 -0.938 -0.693 0.368 -0.267 0.317 0.234 0.373 0.496 0.312 0.436 0.533 0.563 0.393 0.335 0.278 -1.010 0.273 0.907 -0.628 -0.978 0.276 1.105 -0.578 -0.591 -0.553 0.647 0.437 0.355 0.363 -0.989 0.416 0.441 -0.652 -0.531 0.026 1.075 -0.615 -0.466 -0.585 0.529 0.608 0.355 0.370 -0.950 0.350 1.024 -0.484 -1.163 0.450 1.045 -0.622 -0.573 -0.599 0.436 0.438 0.364 0.299 -0.802 0.061 0.949 -0.636 -0.995 0.297 1.019 -0.618 -0.566 -0.399 0.553 0.428 0.372 0.341 -0.950 0.453 1.018 -0.566 -1.105 0.291 1.016 -0.619 -0.572 -0.436 0.462 0.433 0.367 0.223


No. 2
# C2H10N2O3

A cluster of 3 separate species, C2H10N2O3 in total (ωB97M-V/def2-TZVPD, the Open Molecules 2025 dataset).

CARTESIAN COORDINATES (ANGSTROEM)
C1 0.523 -0.564 -2.121
N1 -0.556 -0.622 -1.109
C2 -0.505 -1.568 -0.149
N2 -1.295 -1.149 0.901
O1 0.045 -2.657 -0.181
H1 1.362 -1.130 -1.717
H2 0.851 0.455 -2.384
H3 0.186 -1.076 -3.040
H4 -1.302 0.067 -1.127
H5 -1.137 -0.232 1.292
H6 -1.545 -1.807 1.617
H7 1.944 1.153 1.292
H8 1.345 0.531 2.340
O2 2.249 0.849 2.169
H9 -1.276 2.629 1.389
H10 -0.142 2.824 0.156
O3 -0.749 2.296 0.671

Calculated values
lowest unoccupied orbital energy	0.102	eV
energy relative to the best compared isomer or geometry (same formula, charge and spin)	24.1	kcal/mol
HOMO	-9.580	eV

Let us look at the Mulliken charges, expressed in e, one per atom: -0.853 -0.130 0.503 -0.468 -0.608 0.301 0.285 0.288 0.266 0.193 0.223 0.303 0.310 -0.624 0.297 0.296 -0.581


No. 3
# C6H9CoO6

A structure of composition C6H9CoO6 (ωB97M-V/def2-TZVPD, the Open Molecules 2025 dataset).

CARTESIAN COORDINATES (ANGSTROEM)
Co1 0.063 0.136 0.063
C1 -2.629 -0.105 -2.838
C2 -1.624 0.011 -1.731
O1 -0.784 0.943 -1.767
O2 -1.645 -0.819 -0.777
H1 -2.977 -1.135 -2.928
H2 -2.208 0.265 -3.769
H3 -3.518 0.486 -2.603
C3 2.775 -2.790 -0.187
C4 1.825 -1.623 -0.184
O3 1.585 -0.986 -1.236
O4 1.260 -1.326 0.920
H4 2.308 -3.637 0.316
H5 3.711 -2.581 0.331
H6 3.021 -3.082 -1.209
C5 -0.155 2.708 3.053
C6 -0.196 1.796 1.846
O5 -1.075 0.895 1.770
O6 0.658 1.968 0.932
H7 -0.762 2.330 3.868
H8 -0.506 3.696 2.742
H9 0.875 2.849 3.386

Calculated values
lowest unoccupied orbital energy (alpha / beta)	3.706 / 3.706	eV
total charge	-1
energy relative to the best compared isomer or geometry (same formula, charge and spin)	0.0	kcal/mol
HOMO (alpha / beta)	-5.469 / -5.459	eV
multiplicity	4
⟨S²⟩	3.755

Let us look at the Mulliken charges, expressed in e, one per atom: 0.171 -1.081 1.296 -0.683 -0.711 0.284 0.294 0.260 -1.094 1.196 -0.682 -0.751 0.281 0.277 0.295 -1.063 1.284 -0.682 -0.723 0.288 0.265 0.279


No. 4
# C3H9NS

A cluster of 2 separate species, C3H9NS in total (ωB97M-V/def2-TZVPD, the Open Molecules 2025 dataset).

CARTESIAN COORDINATES (ANGSTROEM)
C1 1.476 0.808 1.521
N1 1.183 1.933 0.893
H1 0.750 0.461 2.407
H2 2.501 0.318 1.507
H3 2.145 2.265 0.632
C2 -1.322 0.135 -1.933
S1 -0.337 -1.356 -1.552
C3 -0.425 -1.502 0.267
H4 -0.712 1.007 -2.159
H5 -2.016 0.477 -1.041
H6 -2.090 0.071 -2.701
H7 0.451 -2.007 0.784
H8 -0.263 -0.518 0.787
H9 -1.341 -2.091 0.589

Calculated values
lowest unoccupied orbital energy	0.775	eV
energy relative to the best compared isomer or geometry (same formula, charge and spin)	56.2	kcal/mol
HOMO	-8.522	eV

Let us look at the Mulliken charges, expressed in e, one per atom: -0.386 -0.465 0.333 0.269 0.251 -0.819 -0.087 -0.691 0.277 0.239 0.350 0.330 0.087 0.313


No. 5
# C29H19Cl3N8NiO4S

A structure of composition C29H19Cl3N8NiO4S (ωB97M-V/def2-TZVPD, the Open Molecules 2025 dataset).

CARTESIAN COORDINATES (ANGSTROEM)
Ni1 -0.387 -0.068 0.705
N1 -3.534 2.429 -0.118
C1 -2.840 1.413 0.394
N2 -1.806 0.890 -0.190
C2 -1.334 1.407 -1.393
N3 -0.307 0.879 -1.943
N4 0.161 -0.247 -1.221
C3 0.522 -1.161 -2.048
C4 1.056 -2.504 -1.827
C5 1.609 -3.126 -2.942
C6 2.171 -4.385 -2.797
C7 2.143 -4.974 -1.552
C8 1.540 -4.284 -0.502
N5 1.006 -3.075 -0.623
C9 -2.033 2.547 -1.980
C10 -1.624 3.149 -3.170
C11 -2.326 4.222 -3.676
C12 -3.446 4.709 -3.001
C13 -3.865 4.126 -1.822
C14 -3.152 3.045 -1.316
H1 -4.335 2.774 0.386
H2 -3.146 1.004 1.349
H3 0.458 -0.872 -3.095
H4 1.614 -2.622 -3.900
H5 2.620 -4.891 -3.641
H6 2.568 -5.951 -1.369
H7 1.503 -4.746 0.474
H8 -0.754 2.755 -3.677
H9 -2.010 4.688 -4.599
H10 -3.993 5.550 -3.403
H11 -4.731 4.503 -1.293
Cl1 0.566 3.724 6.622
C15 0.044 2.686 5.334
C16 0.466 2.934 4.043
C17 0.037 2.100 3.025
Cl2 0.590 2.465 1.404
C18 -0.804 0.992 3.237
O1 -1.258 0.179 2.307
C19 -1.201 0.797 4.576
Cl3 -2.247 -0.537 4.920
C20 -0.794 1.618 5.608
H12 1.119 3.767 3.825
H13 -1.122 1.420 6.618
O2 2.125 -7.330 1.882
S1 3.532 -7.509 1.581
O3 3.857 -7.391 0.166
O4 4.194 -8.577 2.290
C21 4.306 -5.975 2.205
N6 5.628 -5.931 2.379
C22 6.149 -4.746 2.653
C23 5.395 -3.577 2.721
C24 4.032 -3.739 2.552
N7 3.495 -4.934 2.323
C25 3.039 -2.639 2.432
C26 3.351 -1.379 1.937
C27 2.324 -0.552 1.521
N8 1.043 -0.903 1.633
C28 0.733 -2.050 2.255
C29 1.697 -2.939 2.660
H14 7.224 -4.715 2.798
H15 5.859 -2.618 2.904
H16 4.373 -1.083 1.747
H17 2.525 0.385 1.020
H18 -0.321 -2.269 2.356
H19 1.431 -3.907 3.060

Calculated values
lowest unoccupied orbital energy (alpha / beta)	-1.445 / -1.441	eV
energy relative to the best compared isomer or geometry (same formula, charge and spin)	0.0	kcal/mol
HOMO (alpha / beta)	-7.589 / -7.589	eV

Let us look at the Mulliken charges, expressed in e, one per atom: -0.207 0.042 -0.284 -0.291 0.651 -0.813 0.352 -0.446 0.707 -0.675 -0.515 -0.709 -0.412 -0.060 0.602 -0.421 -0.800 -0.381 -0.917 0.291 0.261 0.649 0.369 0.347 0.440 0.467 0.807 0.486 0.419 0.407 0.390 -0.221 0.415 -0.957 0.860 -0.220 -0.057 -0.761 0.526 -0.206 -0.779 0.458 0.448 -0.676 1.222 -0.689 -0.677 0.029 -0.487 -0.329 -0.683 0.407 -0.141 1.444 -1.435 -0.290 0.799 -0.198 -1.120 0.408 0.418 0.331 0.459 0.505 0.445


No. 6
# C15H33INbO15S

A structure of composition C15H33INbO15S (ωB97M-V/def2-TZVPD, the Open Molecules 2025 dataset).

CARTESIAN COORDINATES (ANGSTROEM)
C1 1.619 1.436 -0.059
S1 0.390 0.425 0.777
O1 -0.876 1.133 0.608
O2 0.817 0.350 2.173
Nb1 0.201 -1.970 -0.093
I1 -0.089 -4.646 -0.982
C2 1.725 -1.597 -1.760
C3 2.446 -2.784 -2.261
O3 2.590 -3.060 -3.440
C4 -1.656 -1.498 -1.313
C5 -2.936 -1.126 -0.554
O4 -3.501 0.109 -0.996
C6 1.759 -2.637 1.428
O5 1.957 -4.032 1.617
O6 0.997 -4.469 2.570
H1 1.893 1.052 -1.031
H2 1.153 2.406 -0.191
H3 2.467 1.549 0.603
H4 -0.991 -2.361 1.242
H5 2.512 -0.985 -1.306
H6 1.302 -1.069 -2.611
H7 2.877 -3.454 -1.499
H8 -1.892 -2.357 -1.931
H9 -1.359 -0.686 -1.979
H10 -2.740 -0.979 0.498
H11 -3.683 -1.915 -0.629
H12 -3.799 0.005 -1.900
H13 2.707 -2.237 1.057
H14 1.584 -2.158 2.389
H15 0.149 -4.320 2.115
C7 -2.820 3.127 -0.652
O7 -3.555 4.251 -1.197
C8 -3.070 4.742 -2.317
O8 -2.097 4.364 -2.916
O9 -3.851 5.765 -2.702
C9 -3.431 6.387 -3.912
H16 -3.334 2.831 0.255
H17 -2.816 2.295 -1.340
H18 -1.804 3.420 -0.407
H19 -3.446 5.678 -4.738
H20 -2.431 6.805 -3.805
H21 -4.141 7.186 -4.105
C10 -4.941 -3.877 5.335
O10 -4.602 -2.515 5.589
C11 -3.807 -1.977 4.653
O11 -3.399 -2.545 3.680
O12 -3.558 -0.721 4.994
C12 -2.704 -0.017 4.076
H22 -5.580 -4.188 6.157
H23 -5.482 -3.970 4.395
H24 -4.048 -4.498 5.309
H25 -3.157 0.039 3.089
H26 -1.728 -0.491 4.006
H27 -2.590 0.986 4.475
C13 5.603 1.114 -3.900
O13 6.659 0.859 -2.969
C14 6.249 0.752 -1.708
O14 5.117 0.869 -1.326
O15 7.305 0.485 -0.942
C15 6.989 0.328 0.444
H28 6.073 1.176 -4.877
H29 4.880 0.302 -3.893
H30 5.109 2.055 -3.670
H31 6.302 -0.502 0.589
H32 6.556 1.242 0.845
H33 7.929 0.117 0.945

Calculated values
lowest unoccupied orbital energy	1.040	eV
total charge	-1
HOMO	-5.326	eV

Let us look at the Mulliken charges, expressed in e, one per atom: -1.182 1.164 -0.555 -0.716 -0.796 -0.207 -0.062 -0.398 -0.598 -0.640 -0.386 -0.522 -0.618 -0.248 -0.368 0.224 0.431 0.363 0.170 0.222 0.502 0.399 0.651 0.347 0.060 0.371 0.276 0.342 0.507 0.270 -0.347 -0.354 0.732 -0.555 -0.346 -0.628 0.222 0.263 0.258 0.288 0.288 0.207 -0.616 -0.350 0.765 -0.530 -0.348 -0.508 0.205 0.288 0.292 0.228 0.289 0.260 -0.562 -0.340 0.831 -0.513 -0.340 -0.582 0.197 0.270 0.277 0.270 0.278 0.208


Result set for max |F|: 0.7; 2.6; 0.7; 4.0; 0.5; 2.8 eV Å⁻¹, one per record in the order listed.